(1)
The following is a quantum chemistry calculation of an isolated molecule of C22H26ClNO4S, from OMol25.

XYZ file:
```
55
Properties=species:S:1:pos:R:3:nbo_charge:R:1
C -0.870 0.249 -2.555 -0.623
C 0.600 0.513 -2.272 -0.085
O 0.959 0.042 -0.969 -0.533
C 1.819 -0.964 -0.871 0.833
O 2.308 -1.541 -1.807 -0.619
C 2.118 -1.338 0.584 -0.151
C 1.348 -2.649 0.875 -0.421
C -0.112 -2.535 0.535 0.084
C -0.575 -2.932 -0.713 -0.243
C -1.910 -2.788 -1.049 -0.190
C -2.806 -2.233 -0.152 -0.239
C -2.344 -1.847 1.094 -0.017
Cl -3.441 -1.160 2.237 -0.001
C -1.016 -2.007 1.449 -0.277
C 3.630 -1.565 0.722 -0.386
C 4.377 -0.242 0.565 -0.411
C 3.850 0.793 1.556 -0.224
N 2.421 0.977 1.382 -0.434
C 1.975 2.161 0.895 0.657
O 2.753 3.075 0.656 -0.629
C 0.540 2.392 0.623 -0.299
C 0.146 3.361 -0.263 -0.197
C -1.247 3.455 -0.422 -0.257
C -1.930 2.579 0.367 -0.196
C -3.393 2.302 0.401 -0.102
O -3.673 1.334 -0.595 -0.542
C -5.017 0.931 -0.604 -0.249
S -0.852 1.619 1.310 0.461
C 1.682 -0.243 1.570 -0.229
H -1.133 0.693 -3.512 0.212
H -1.500 0.683 -1.782 0.231
H -1.060 -0.820 -2.596 0.208
H 1.237 0.014 -3.009 0.209
H 0.807 1.587 -2.270 0.193
H 1.472 -2.896 1.932 0.218
H 1.798 -3.443 0.277 0.231
H 0.117 -3.353 -1.428 0.225
H -2.261 -3.110 -2.018 0.220
H -3.844 -2.105 -0.412 0.226
H -0.694 -1.724 2.440 0.224
H 3.838 -1.995 1.704 0.200
H 3.960 -2.270 -0.043 0.234
H 4.242 0.134 -0.451 0.211
H 5.444 -0.394 0.731 0.218
H 4.033 0.457 2.583 0.183
H 4.331 1.760 1.402 0.255
H 0.859 3.976 -0.784 0.245
H -1.728 4.143 -1.094 0.227
H -3.688 1.919 1.389 0.186
H -3.962 3.225 0.199 0.183
H -5.296 0.459 0.346 0.172
H -5.687 1.780 -0.786 0.166
H -5.116 0.212 -1.415 0.194
H 1.874 -0.603 2.589 0.197
H 0.618 -0.069 1.458 0.246
```

## Properties
Structure (SMILES): CCOC(=O)[C@@]1(Cc2cccc(Cl)c2)CCCN(C(=O)c2ccc(COC)s2)C1
Energy above the lowest of the compared OMol25 structures with the same formula, charge and spin (eV): 0.0000
E (hartree): -2068.05887
Charge: 0
Kohn-Sham gap (eV): 9.4

---

(2)
The following is a quantum chemistry calculation of an isolated molecule of C22H26FN3OS, from OMol25.

XYZ file:
```
54
Properties=species:S:1:pos:R:3:nbo_charge:R:1
C -4.820 -2.146 0.573 -0.647
C -3.345 -2.107 0.383 -0.179
C -2.484 -1.104 0.684 -0.270
C -1.123 -1.386 0.368 -0.161
C -0.002 -0.489 0.575 0.195
N 1.184 -0.829 0.088 -0.271
N 2.043 0.128 0.431 -0.175
C 3.383 0.085 0.051 0.059
C 4.084 1.263 -0.205 -0.160
C 5.412 1.228 -0.585 -0.234
C 6.067 0.016 -0.727 -0.199
C 5.390 -1.165 -0.480 -0.267
C 4.064 -1.125 -0.091 0.400
F 3.445 -2.287 0.179 -0.307
C 1.426 1.098 1.151 -0.035
C 0.100 0.758 1.269 -0.151
C -0.891 1.609 2.018 -0.228
N -1.469 2.754 1.336 -0.448
C -0.553 3.719 0.768 -0.214
C -0.116 3.418 -0.674 -0.421
C -1.336 3.193 -1.565 -0.388
C -2.221 2.105 -0.958 -0.275
C -3.473 1.860 -1.803 -0.047
O -4.296 0.842 -1.288 -0.727
C -2.601 2.538 0.466 -0.212
C -0.975 -2.642 -0.174 -0.120
C 0.254 -3.332 -0.636 -0.647
S -2.495 -3.461 -0.297 0.424
H -5.210 -1.136 0.679 0.234
H -5.304 -2.622 -0.278 0.223
H -5.079 -2.716 1.467 0.223
H -2.819 -0.186 1.123 0.219
H 3.572 2.209 -0.118 0.213
H 5.934 2.152 -0.778 0.219
H 7.102 -0.012 -1.030 0.220
H 5.875 -2.124 -0.575 0.234
H 1.966 1.930 1.556 0.219
H -0.364 2.014 2.892 0.204
H -1.713 0.998 2.393 0.211
H 0.318 3.799 1.421 0.192
H -1.069 4.688 0.776 0.190
H 0.509 2.524 -0.697 0.203
H 0.477 4.255 -1.050 0.205
H -1.911 4.120 -1.641 0.192
H -1.019 2.910 -2.572 0.208
H -1.650 1.170 -0.906 0.203
H -4.096 2.758 -1.821 0.173
H -3.176 1.626 -2.837 0.159
H -3.772 0.036 -1.201 0.473
H -3.279 1.816 0.922 0.206
H -3.141 3.492 0.400 0.189
H 1.031 -3.267 0.123 0.248
H 0.042 -4.376 -0.856 0.210
H 0.646 -2.850 -1.530 0.235
```

## Properties
Structure (SMILES): Cc1cc(-c2nn(-c3ccccc3F)cc2CN2CCC[C@H](CO)C2)c(C)s1
Energy above the lowest of the compared OMol25 structures with the same formula, charge and spin (eV): 1.6458
E (hartree): -1591.47289
Charge: 0
Kohn-Sham gap (eV): 8.5

---

(3)
The following is a quantum chemistry calculation of a structure of composition C22H26MnN4O, from OMol25.

XYZ file:
```
54
Properties=species:S:1:pos:R:3:nbo_charge:R:1
Mn 0.089 -0.015 0.342 1.591
C -1.318 -0.125 -2.335 -0.221
C -0.139 -1.029 -2.720 -0.459
C 1.233 -0.449 -2.479 0.245
C 2.135 -0.326 -3.527 -0.225
C 3.401 0.183 -3.292 -0.102
C 3.745 0.562 -2.003 -0.233
C 2.798 0.420 -1.011 0.051
N 1.569 -0.071 -1.233 -0.610
N -1.763 -0.249 -0.923 -0.504
C -2.397 -1.556 -0.664 -0.272
C -1.469 -2.580 -0.042 0.226
C -1.801 -3.926 -0.068 -0.233
C -0.963 -4.839 0.548 -0.101
C 0.192 -4.383 1.169 -0.234
C 0.456 -3.031 1.149 0.068
N -0.356 -2.140 0.560 -0.603
C -2.662 0.874 -0.598 -0.261
C -1.894 2.163 -0.408 0.217
C -2.475 3.392 -0.666 -0.227
C -1.745 4.545 -0.420 -0.103
C -0.450 4.432 0.063 -0.233
C 0.060 3.169 0.286 0.071
N -0.644 2.053 0.061 -0.593
H -2.170 -0.350 -2.986 0.214
H -1.046 0.918 -2.506 0.222
H -0.224 -1.245 -3.784 0.254
H -0.218 -1.996 -2.215 0.236
H 1.842 -0.634 -4.521 0.243
H 4.110 0.280 -4.103 0.250
H 4.722 0.957 -1.769 0.252
H 3.023 0.702 0.011 0.197
H -2.827 -1.967 -1.583 0.227
H -3.232 -1.411 0.025 0.242
H -2.705 -4.249 -0.566 0.245
H -1.204 -5.894 0.541 0.251
H 0.876 -5.064 1.654 0.253
H 1.350 -2.629 1.612 0.203
H -3.181 0.646 0.335 0.234
H -3.428 1.005 -1.370 0.222
H -3.483 3.444 -1.053 0.245
H -2.177 5.518 -0.611 0.251
H 0.156 5.305 0.259 0.252
H 1.069 3.032 0.656 0.202
C 2.452 1.204 3.719 -0.726
C 1.129 0.578 3.448 0.697
C 0.276 0.182 4.606 -0.729
O 0.747 0.371 2.296 -0.750
H 3.053 0.521 4.326 0.273
H 2.314 2.100 4.327 0.271
H 2.980 1.446 2.800 0.233
H 0.557 0.697 5.521 0.255
H 0.411 -0.891 4.767 0.270
H -0.776 0.350 4.378 0.255
```

## Properties
2S+1: 6
Expectation value of S²: 8.75
Energy above the lowest of the compared OMol25 structures with the same formula, charge and spin (eV): 0.0000
E (hartree): -2298.80985
Charge: +2
Kohn-Sham gap (spin up / spin down) (eV): 9.7 / 9.9

---

(4)
The following is a quantum chemistry calculation of an isolated molecule of C22H26N2O2, from OMol25.

XYZ file:
```
52
Properties=species:S:1:pos:R:3:nbo_charge:R:1
C 2.081 -1.978 4.981 -0.614
C 2.351 -1.461 3.568 -0.199
N 1.334 -0.542 3.136 -0.349
C 0.211 -0.877 2.429 -0.019
C -0.608 0.203 2.271 -0.114
C -1.898 0.245 1.519 -0.415
C -1.675 0.433 0.012 -0.372
C -1.044 1.792 -0.309 -0.501
C -0.733 1.862 -1.791 0.689
O -1.462 2.386 -2.607 -0.638
N 0.436 1.265 -2.124 -0.615
C 0.830 1.036 -3.500 -0.268
C 0.493 -0.370 -3.928 0.084
C 1.477 -1.301 -4.214 -0.284
C 1.119 -2.594 -4.568 -0.189
C -0.208 -2.962 -4.625 -0.254
C -1.208 -2.031 -4.332 0.317
O -2.488 -2.485 -4.412 -0.494
C -3.535 -1.584 -4.137 -0.252
C -0.848 -0.736 -3.986 -0.349
C 0.039 1.291 2.934 -0.032
C -0.286 2.634 3.129 -0.207
C 0.584 3.427 3.841 -0.240
C 1.774 2.912 4.363 -0.216
C 2.121 1.591 4.189 -0.239
C 1.247 0.781 3.471 0.117
H 2.044 -1.149 5.684 0.214
H 1.127 -2.499 5.015 0.211
H 2.866 -2.664 5.287 0.212
H 2.380 -2.298 2.865 0.205
H 3.320 -0.953 3.538 0.203
H 0.075 -1.884 2.078 0.208
H -2.440 -0.691 1.676 0.217
H -2.514 1.062 1.897 0.210
H -2.633 0.356 -0.507 0.208
H -1.029 -0.370 -0.353 0.198
H -0.133 1.927 0.277 0.222
H -1.746 2.589 -0.063 0.228
H 0.945 0.763 -1.413 0.394
H 0.271 1.758 -4.101 0.243
H 1.902 1.228 -3.604 0.201
H 2.519 -1.019 -4.170 0.208
H 1.885 -3.320 -4.798 0.213
H -0.502 -3.963 -4.896 0.221
H -3.531 -0.738 -4.832 0.181
H -3.483 -1.208 -3.111 0.176
H -4.454 -2.153 -4.267 0.199
H -1.591 0.013 -3.761 0.236
H -1.203 3.040 2.729 0.210
H 0.349 4.469 4.003 0.212
H 2.431 3.566 4.917 0.212
H 3.041 1.201 4.600 0.210
```

## Properties
Structure (SMILES): CCn1cc(CCCC(=O)NCc2cccc(OC)c2)c2ccccc21
Energy above the lowest of the compared OMol25 structures with the same formula, charge and spin (eV): 1.1255
E (hartree): -1113.94848
Charge: 0
Kohn-Sham gap (eV): 8.4